DFT (ωB97M-V/def2-TZVPD) results for 2 unconnected molecules or ions with the total composition CH3N4Si at a distorted geometry.

```
9
Properties=species:S:1:pos:R:3:mulliken_charge:R:1
C -0.7318 0.5704 0.1575 0.37
N -0.8188 0.3149 1.4867 -0.31
N -0.7461 1.8469 -0.1382 -0.34
N -1.0956 1.4849 1.9388 -0.29
N -1.1100 2.4068 1.0151 -0.32
Si 1.0779 -1.8829 -1.6616 0.11
H -0.3693 0.0101 -0.3933 -0.15
H 1.2356 -3.1013 -0.6625 -0.03
H 2.5582 -1.6497 -1.7424 -0.04
```

Total energy, eV: -14918.0882
Total charge: -1
Spin multiplicity: 3
HOMO (spin up / spin down), eV: -4.48 / -4.62
Relative energy (zero: lowest compared OMol25 entry of this formula, charge and spin), kcal/mol: 42.5